Record 1
Here is a cluster of 7 separate species, C49H103N2O2 in total from the OMol25 dataset. Energies are from wB97M-V/def2-TZVPD.

Element x y z (Å)
C (2.633, 2.231, -1.935)
N (1.179, 2.469, -1.541)
C (1.068, 1.942, -0.140)
C (0.204, 1.863, -2.525)
C (0.231, 0.228, -2.628)
C (-1.235, -0.485, -2.878)
C (-2.121, -0.664, -1.472)
N (-1.859, -1.980, -0.768)
C (0.706, 2.496, -3.997)
O (0.774, 1.807, -5.134)
O (1.037, 3.956, -4.114)
C (-1.341, 2.500, -2.410)
C (-2.040, 3.014, -1.021)
C (-3.568, 3.691, -0.964)
C (-4.519, 3.850, -2.312)
C (-3.827, 3.334, -3.725)
C (-2.280, 2.702, -3.781)
H (2.838, 1.194, -2.434)
H (3.059, 3.103, -2.630)
H (3.321, 2.276, -0.960)
H (1.859, 1.090, 0.133)
H (1.163, 2.795, 0.655)
H (0.011, 1.393, -0.049)
H (0.660, -0.318, -1.656)
H (0.930, -0.193, -3.501)
H (-1.855, -0.042, -3.762)
H (-0.982, -1.608, -3.199)
H (-1.910, 0.232, -0.750)
H (-3.245, -0.626, -1.795)
H (-2.801, -2.303, -0.395)
H (-1.335, -1.716, 0.119)
H (-1.490, 2.970, 0.009)
H (-4.038, 4.092, 0.057)
H (-5.606, 4.296, -2.277)
H (-4.459, 3.424, -4.720)
H (-1.931, 2.381, -4.862)
C (-10.762, 4.140, 1.787)
C (-9.512, 3.490, 2.355)
C (-8.226, 4.232, 1.981)
C (-7.920, 4.291, 0.480)
C (-7.811, 2.933, -0.217)
C (-6.675, 2.074, 0.318)
H (-10.755, 4.145, 0.695)
H (-11.651, 3.589, 2.109)
H (-10.859, 5.172, 2.138)
H (-9.460, 2.444, 2.031)
H (-9.594, 3.468, 3.449)
H (-7.384, 3.764, 2.507)
H (-8.283, 5.258, 2.363)
H (-6.979, 4.838, 0.340)
H (-8.690, 4.885, -0.027)
H (-7.639, 3.104, -1.286)
H (-8.757, 2.382, -0.140)
H (-5.715, 2.586, 0.206)
H (-6.623, 1.131, -0.236)
H (-6.816, 1.830, 1.374)
C (4.718, -5.648, -3.389)
C (5.272, -4.346, -3.944)
C (4.963, -3.136, -3.059)
C (3.474, -2.819, -2.886)
C (2.705, -2.566, -4.185)
C (3.212, -1.357, -4.957)
H (3.628, -5.628, -3.323)
H (4.993, -6.482, -4.043)
H (5.123, -5.851, -2.394)
H (4.892, -4.186, -4.960)
H (6.361, -4.440, -4.036)
H (5.478, -2.259, -3.471)
H (5.399, -3.300, -2.067)
H (3.381, -1.935, -2.242)
H (2.986, -3.637, -2.343)
H (1.650, -2.399, -3.937)
H (2.734, -3.453, -4.829)
H (3.146, -0.451, -4.347)
H (2.609, -1.205, -5.857)
H (4.251, -1.487, -5.273)
C (1.733, -4.077, 4.858)
C (2.505, -3.975, 3.553)
C (2.008, -2.844, 2.648)
C (0.558, -2.981, 2.170)
C (0.241, -4.268, 1.406)
C (1.029, -4.405, 0.111)
H (0.679, -4.304, 4.688)
H (2.148, -4.879, 5.477)
H (1.801, -3.144, 5.424)
H (2.465, -4.935, 3.024)
H (3.562, -3.797, 3.783)
H (2.673, -2.772, 1.778)
H (2.108, -1.892, 3.182)
H (0.322, -2.121, 1.531)
H (-0.119, -2.908, 3.030)
H (-0.827, -4.272, 1.160)
H (0.416, -5.146, 2.039)
H (0.831, -3.561, -0.556)
H (0.741, -5.324, -0.409)
H (2.106, -4.454, 0.297)
C (4.439, 5.167, 0.192)
C (5.639, 4.515, 0.858)
C (5.249, 3.469, 1.907)
C (4.455, 4.009, 3.102)
C (5.143, 5.125, 3.891)
C (6.449, 4.686, 4.535)
H (3.825, 5.714, 0.910)
H (4.774, 5.881, -0.567)
H (3.812, 4.418, -0.301)
H (6.278, 5.285, 1.304)
H (6.244, 4.023, 0.087)
H (6.160, 2.976, 2.267)
H (4.655, 2.684, 1.423)
H (4.241, 3.174, 3.780)
H (3.479, 4.372, 2.758)
H (4.463, 5.458, 4.684)
H (5.322, 5.997, 3.251)
H (6.284, 3.846, 5.216)
H (6.880, 5.510, 5.111)
H (7.187, 4.384, 3.786)
C (-4.089, 4.683, 3.189)
C (-3.999, 5.491, 4.473)
C (-5.173, 6.457, 4.658)
C (-5.298, 7.544, 3.585)
C (-4.070, 8.441, 3.420)
C (-3.742, 9.246, 4.668)
H (-4.061, 5.323, 2.305)
H (-3.245, 3.990, 3.122)
H (-5.011, 4.095, 3.163)
H (-3.048, 6.034, 4.501)
H (-3.982, 4.798, 5.323)
H (-5.089, 6.926, 5.646)
H (-6.107, 5.881, 4.678)
H (-6.166, 8.171, 3.828)
H (-5.527, 7.080, 2.619)
H (-4.260, 9.142, 2.599)
H (-3.196, 7.849, 3.123)
H (-4.586, 9.882, 4.954)
H (-2.878, 9.891, 4.484)
H (-3.497, 8.597, 5.514)
C (4.698, -12.647, -1.515)
C (4.012, -12.192, -2.792)
C (4.572, -10.874, -3.337)
C (4.401, -9.662, -2.415)
C (2.958, -9.345, -2.015)
C (2.073, -8.985, -3.199)
H (4.557, -11.931, -0.702)
H (4.282, -13.605, -1.187)
H (5.772, -12.782, -1.676)
H (2.933, -12.109, -2.622)
H (4.144, -12.967, -3.556)
H (4.099, -10.666, -4.305)
H (5.641, -11.002, -3.547)
H (4.832, -8.785, -2.913)
H (4.993, -9.810, -1.504)
H (2.969, -8.495, -1.323)
H (2.516, -10.185, -1.465)
H (2.472, -8.118, -3.733)
H (1.065, -8.738, -2.853)
H (1.986, -9.816, -3.905)

## Properties
maximum force: 7.748 eV/Å
orbital gap: 6.28 eV
highest occupied orbital energy: -4.1352 eV
net charge: -1
lowest unoccupied orbital energy: 2.1 eV


Record 2
Here is a structure of composition C22H54MnO12 from the OMol25 dataset. Energies are from wB97M-V/def2-TZVPD.

Element x y z (Å)
Mn (-1.088, -1.627, 1.665)
O (0.742, -1.291, 0.706)
C (0.629, 0.052, 0.315)
C (-0.469, 0.957, 0.967)
O (-1.661, 0.355, 1.349)
H (0.313, 0.019, -0.753)
H (1.574, 0.618, 0.243)
H (-0.654, 1.757, 0.220)
H (-0.048, 1.613, 1.764)
C (4.305, 5.378, 3.634)
O (3.369, 5.475, 2.580)
C (3.631, 4.674, 1.463)
C (3.142, 3.252, 1.582)
O (3.987, 2.556, 2.474)
C (3.384, 1.376, 2.981)
H (3.880, 5.970, 4.443)
H (5.275, 5.799, 3.339)
H (4.470, 4.341, 3.935)
H (4.701, 4.641, 1.205)
H (3.262, 5.179, 0.568)
H (3.160, 2.747, 0.607)
H (2.093, 3.227, 1.902)
H (4.141, 0.811, 3.523)
H (3.079, 0.776, 2.118)
H (2.558, 1.629, 3.650)
C (-0.244, -0.281, 4.363)
O (-0.504, -1.484, 3.661)
C (0.498, -2.488, 3.929)
C (0.049, -3.866, 3.461)
O (-0.602, -3.763, 2.196)
C (-1.078, -5.017, 1.767)
H (0.503, 0.338, 3.864)
H (-0.083, -0.445, 5.426)
H (-1.142, 0.332, 4.247)
H (0.740, -2.543, 4.992)
H (1.377, -2.130, 3.387)
H (-0.639, -4.366, 4.154)
H (0.893, -4.560, 3.368)
H (-1.542, -4.926, 0.791)
H (-1.745, -5.507, 2.484)
H (-0.223, -5.693, 1.626)
C (-2.378, 1.948, -2.555)
O (-1.667, 2.985, -3.194)
C (-0.612, 3.439, -2.379)
C (0.075, 4.583, -3.119)
O (-0.774, 5.701, -3.229)
C (-0.138, 6.777, -3.853)
H (-3.162, 1.515, -3.178)
H (-2.776, 2.175, -1.564)
H (-1.695, 1.088, -2.461)
H (0.121, 2.634, -2.260)
H (-0.926, 3.856, -1.417)
H (0.427, 4.259, -4.104)
H (0.962, 4.863, -2.530)
H (0.278, 6.505, -4.830)
H (0.679, 7.225, -3.273)
H (-0.888, 7.555, -3.993)
C (-1.704, -2.569, -1.153)
O (-2.202, -2.621, 0.184)
C (-3.595, -2.451, 0.293)
C (-4.022, -2.791, 1.725)
O (-3.025, -2.355, 2.659)
C (-3.609, -2.085, 3.920)
H (-2.065, -3.384, -1.783)
H (-0.618, -2.647, -1.078)
H (-1.890, -1.577, -1.569)
H (-4.130, -3.173, -0.337)
H (-3.924, -1.452, 0.000)
H (-4.085, -3.874, 1.860)
H (-5.000, -2.337, 1.890)
H (-2.893, -1.775, 4.675)
H (-4.011, -3.032, 4.319)
H (-4.453, -1.398, 3.845)
C (-1.358, -1.841, -5.270)
O (-0.889, -1.253, -4.069)
C (0.515, -1.192, -3.922)
C (1.154, -2.562, -3.683)
O (1.634, -3.071, -4.908)
C (2.147, -4.372, -4.786)
H (-1.398, -2.921, -5.119)
H (-0.705, -1.614, -6.122)
H (-2.303, -1.365, -5.527)
H (0.718, -0.572, -3.051)
H (0.920, -0.742, -4.831)
H (0.420, -3.240, -3.224)
H (1.933, -2.513, -2.912)
H (1.499, -5.066, -4.236)
H (3.101, -4.410, -4.245)
H (2.279, -4.738, -5.801)

## Properties
maximum force: 2.163 eV/Å
orbital gap (spin up / spin down): 7.10 / 7.21 eV
highest occupied orbital energy (spin up / spin down): -6.8696 / -6.9765 eV
energy relative to the best compared isomer or geometry (same formula, charge and spin): 21.3 kcal/mol
lowest unoccupied orbital energy (spin up / spin down): 0.2 / 0.2 eV
spin multiplicity: 6


Record 3
Here is a cluster of 2 separate species, C9H14 in total from the OMol25 dataset. Energies are from wB97M-V/def2-TZVPD.

Element x y z (Å)
C (-3.005, 0.428, -1.132)
C (-2.135, 0.088, -2.321)
H (-2.603, 0.032, -0.197)
H (-3.044, 1.502, -0.931)
H (-4.024, 0.077, -1.259)
H (-2.552, 0.475, -3.253)
H (-2.006, -0.982, -2.490)
H (-1.131, 0.507, -2.228)
C (2.040, 1.096, -0.786)
C (1.487, 0.334, 0.388)
C (0.439, -0.566, 0.270)
C (2.166, 0.400, 1.610)
C (0.115, -1.434, 1.305)
C (1.778, -0.400, 2.669)
C (0.780, -1.352, 2.518)
H (1.265, 1.578, -1.383)
H (2.631, 0.444, -1.428)
H (-0.083, -0.621, -0.674)
H (3.006, 1.076, 1.690)
H (-0.661, -2.174, 1.155)
H (2.282, -0.307, 3.622)
H (0.527, -2.064, 3.291)
H (2.726, 1.864, -0.436)

## Properties
maximum force: 0.757 eV/Å
orbital gap: 10.09 eV
highest occupied orbital energy: -9.0440 eV
energy relative to the best compared isomer or geometry (same formula, charge and spin): 3.3 kcal/mol
SMILES: Cc1ccccc1.CC
lowest unoccupied orbital energy: 1.0 eV


Record 4
Here is a structure of composition C5H11N4 from the OMol25 dataset. Energies are from wB97M-V/def2-TZVPD.

Element x y z (Å)
C (-2.215, 1.144, 0.222)
C (-1.446, -0.040, -0.024)
C (-0.146, -0.393, 0.108)
C (2.063, 1.611, -0.478)
C (1.795, -1.878, 0.036)
N (-3.348, 0.428, 0.148)
N (-2.715, -0.737, -0.269)
N (1.501, 1.140, 0.687)
N (0.394, -1.550, -0.146)
H (-2.084, 2.232, 0.396)
H (2.844, 0.924, -0.885)
H (1.354, 1.902, -1.218)
H (2.539, 2.608, -0.085)
H (1.915, -2.834, 0.471)
H (2.169, -1.123, 0.706)
H (2.352, -2.005, -0.868)
H (-4.356, 0.607, 0.281)
H (-3.054, -1.618, 0.105)
H (0.706, 1.798, 0.997)
H (-0.265, -2.217, -0.186)

## Properties
maximum force: 5.356 eV/Å
orbital gap (spin up / spin down): 8.03 / 8.01 eV
highest occupied orbital energy (spin up / spin down): -12.8135 / -12.8144 eV
energy relative to the best compared isomer or geometry (same formula, charge and spin): 171.5 kcal/mol
net charge: +1
lowest unoccupied orbital energy (spin up / spin down): -4.8 / -4.8 eV


Record 5
Here is a structure of composition C14H10Cl3N4O3RbS2 from the OMol25 dataset. Energies are from wB97M-V/def2-TZVPD.

Element x y z (Å)
Rb (0.831, 2.029, -1.004)
S (0.620, 1.595, -4.237)
C (0.462, -0.099, -3.897)
S (1.261, -0.836, -2.550)
C (-0.351, -0.915, -4.734)
C (-1.018, -0.427, -5.893)
N (-1.593, -0.109, -6.846)
C (-0.581, -2.293, -4.462)
N (-0.811, -3.418, -4.303)
C (3.384, -1.469, 0.904)
C (2.384, -0.434, 1.364)
O (2.453, 0.730, 1.029)
N (1.390, -0.926, 2.170)
C (0.138, -0.201, 2.392)
C (-0.912, -0.727, 1.443)
C (-1.702, -1.819, 1.779)
C (-2.527, -2.376, 0.812)
C (-2.523, -1.824, -0.457)
C (-1.712, -0.724, -0.693)
N (-0.934, -0.174, 0.235)
H (4.293, -0.969, 0.584)
H (2.955, -1.983, 0.039)
H (3.608, -2.197, 1.686)
H (1.321, -1.929, 2.229)
H (0.332, 0.852, 2.204)
H (-0.174, -0.326, 3.430)
H (-1.659, -2.232, 2.781)
H (-3.144, -3.237, 1.040)
H (-3.111, -2.243, -1.262)
H (-1.662, -0.281, -1.685)
Cl (-0.803, 5.895, 3.015)
C (-0.266, 4.199, 2.830)
Cl (1.145, 3.926, 3.868)
Cl (-1.576, 3.124, 3.363)
C (0.090, 3.981, 1.266)
O (1.256, 4.253, 0.971)
O (-0.864, 3.585, 0.588)

## Properties
maximum force: 0.442 eV/Å
orbital gap: 4.92 eV
highest occupied orbital energy: -1.1750 eV
energy relative to the best compared isomer or geometry (same formula, charge and spin): 2.1 kcal/mol
net charge: -2
lowest unoccupied orbital energy: 3.7 eV


Record 6
Here is a structure of composition C11H9As2F28NaO5 from the OMol25 dataset. Energies are from wB97M-V/def2-TZVPD.

Element x y z (Å)
Na (1.072, -8.110, 28.760)
As (3.223, -10.930, 30.708)
F (4.132, -9.764, 31.712)
F (4.156, -10.364, 29.355)
F (2.448, -12.176, 29.609)
F (2.304, -11.498, 32.071)
F (1.992, -9.637, 30.303)
F (4.554, -12.125, 31.017)
As (1.341, -6.887, 32.541)
F (0.670, -8.388, 33.136)
F (0.803, -7.271, 30.840)
F (2.215, -5.408, 31.980)
F (1.849, -6.586, 34.231)
F (2.963, -7.690, 32.357)
F (-0.047, -5.889, 32.848)
O (3.448, -7.580, 28.385)
C (3.807, -6.757, 29.333)
O (4.568, -7.184, 30.144)
O (3.301, -5.631, 29.473)
H (4.070, -8.278, 28.603)
C (-0.315, -10.857, 26.137)
C (0.576, -11.841, 26.787)
C (1.998, -11.314, 26.860)
F (2.704, -11.199, 25.758)
F (2.079, -10.193, 27.481)
F (0.166, -12.108, 28.013)
F (0.577, -13.006, 26.147)
O (-0.471, -9.620, 27.011)
C (-1.742, -9.176, 26.942)
C (-2.177, -8.594, 25.513)
F (-1.868, -9.303, 24.429)
F (-3.473, -8.297, 25.481)
F (-2.583, -10.019, 27.481)
F (-1.667, -8.108, 27.667)
H (-1.247, -11.259, 25.740)
H (0.094, -10.511, 25.188)
H (2.619, -12.017, 27.414)
H (-1.740, -7.614, 25.319)
C (2.343, -2.466, 24.635)
C (2.339, -0.927, 25.003)
C (3.353, -0.621, 26.111)
F (4.570, -1.192, 25.884)
F (3.522, 0.670, 26.436)
F (2.599, -0.247, 23.857)
F (1.126, -0.363, 25.452)
O (1.460, -3.328, 25.343)
C (1.970, -4.192, 26.329)
C (0.689, -5.019, 26.733)
F (0.136, -5.660, 25.672)
F (1.066, -6.036, 27.558)
F (2.813, -5.045, 25.740)
F (2.573, -3.499, 27.300)
H (3.392, -2.759, 24.594)
H (2.002, -2.546, 23.603)
H (3.130, -1.144, 27.042)
H (-0.049, -4.478, 27.325)

## Properties
maximum force: 5.969 eV/Å
orbital gap: 4.42 eV
highest occupied orbital energy: -1.1575 eV
energy relative to the best compared isomer or geometry (same formula, charge and spin): 0.0 kcal/mol
net charge: -2
lowest unoccupied orbital energy: 3.3 eV


Record 7
Here is the molecule C4H11NO2 from the OMol25 dataset. Energies are from wB97M-V/def2-TZVPD.

Element x y z (Å)
C (-1.765, 0.280, 0.099)
O (-2.656, -0.756, 0.462)
C (-0.343, -0.293, -0.052)
C (0.598, 0.768, -0.643)
C (1.933, 0.118, -1.014)
O (2.633, -0.283, 0.122)
N (0.164, -0.765, 1.250)
H (-2.008, 0.742, -0.872)
H (-1.812, 1.102, 0.821)
H (-3.298, -0.401, 1.103)
H (-0.408, -1.099, -0.782)
H (0.789, 1.553, 0.097)
H (0.062, 1.245, -1.464)
H (2.564, 0.813, -1.568)
H (1.699, -0.709, -1.699)
H (-0.323, -1.592, 1.534)
H (2.026, -0.737, 0.717)
H (0.147, 0.015, 1.889)

## Properties
maximum force: 1.564 eV/Å
orbital gap: 10.06 eV
highest occupied orbital energy: -9.3500 eV
energy relative to the best compared isomer or geometry (same formula, charge and spin): 27.2 kcal/mol
SMILES: N[C@@H](CO)CCO
lowest unoccupied orbital energy: 0.7 eV


Record 8
Here is the molecule C11H14N2O3 from the OMol25 dataset. Energies are from wB97M-V/def2-TZVPD.

Element x y z (Å)
C (-3.338, 0.293, 1.152)
C (-2.246, 0.691, 2.183)
C (-0.112, -0.307, 0.981)
C (0.951, -1.319, 1.532)
C (0.512, 0.847, 0.164)
C (1.199, 0.377, -0.968)
C (0.555, 0.008, -2.137)
C (2.579, 0.508, -1.014)
C (1.246, -0.096, -3.315)
C (3.346, 0.349, -2.194)
C (2.632, -0.036, -3.323)
H (-4.830, -1.153, 1.648)
H (-3.541, -1.056, 2.709)
H (-2.881, 0.032, 0.147)
H (-4.182, 1.003, 1.041)
H (-0.293, 0.691, 2.758)
H (-0.969, -0.753, 0.327)
H (1.156, 1.387, 0.809)
H (-0.201, 1.617, -0.018)
H (-0.571, 0.145, -1.937)
H (3.200, 0.768, -0.203)
H (0.805, -0.208, -4.304)
H (4.464, 0.320, -2.349)
H (3.308, -0.256, -4.196)
H (1.709, -1.418, -0.149)
N (-3.881, -0.792, 1.845)
N (-0.905, 0.315, 2.052)
O (-2.578, 1.246, 3.254)
O (0.891, -1.450, 2.747)
O (1.972, -1.751, 0.757)

## Properties
maximum force: 4.257 eV/Å
orbital gap: 9.35 eV
highest occupied orbital energy: -8.8792 eV
energy relative to the best compared isomer or geometry (same formula, charge and spin): 79.3 kcal/mol
SMILES: NCC(=O)N[C@@H](Cc1ccccc1)C(=O)O
lowest unoccupied orbital energy: 0.5 eV


The highest maximum force belongs to which entry? C49H103N2O2